(1)
Molecular formula: C51H53As2Cl3HfN4O2Si
Method: DFT, wB97M-V/def2-TZVPD

Calculated values
Kohn-Sham gap in eV: 6.994
HOMO level in Eh: -0.285
Calculated total energy in Ha: -8534.4082
Total charge: 0

Cartesian coordinates (Å):
1 Hf -0.157 -0.174 -0.415
2 C 3.953 1.051 2.086
3 As 2.337 -0.047 2.079
4 C 3.178 -1.688 2.702
5 C 1.509 0.553 3.745
6 C 1.994 0.206 5.002
7 C 1.327 0.610 6.150
8 C 0.167 1.366 6.047
9 C -0.319 1.724 4.798
10 C 0.349 1.324 3.646
11 As -0.258 1.808 1.860
12 C -1.665 3.087 2.251
13 C 1.099 3.141 1.424
14 H 4.317 1.124 3.111
15 H 3.766 2.044 1.686
16 H 4.693 0.557 1.459
17 H 4.032 -1.437 3.332
18 H 3.517 -2.255 1.836
19 H 2.464 -2.287 3.261
20 H 2.892 -0.394 5.095
21 H 1.708 0.330 7.124
22 H -0.364 1.673 6.939
23 H -1.226 2.312 4.732
24 H -1.251 3.843 2.918
25 H -2.543 2.634 2.708
26 H -1.945 3.535 1.300
27 H 1.491 3.561 2.349
28 H 0.619 3.916 0.831
29 H 1.903 2.718 0.830
30 C -0.770 -0.472 -6.119
31 C -0.664 -0.770 -4.629
32 C -0.154 -2.154 -4.291
33 C 0.537 -2.926 -5.216
34 C 0.890 -4.239 -4.937
35 C 0.491 -4.815 -3.746
36 C -0.205 -4.077 -2.789
37 C -0.727 -4.800 -1.573
38 C -1.968 -5.642 -1.883
39 C -0.444 -2.723 -3.046
40 N -1.038 -1.879 -2.044
41 C -2.302 -2.020 -1.864
42 C -3.028 -1.210 -0.951
43 C -4.402 -1.076 -0.833
44 C -4.620 0.040 -0.011
45 C -3.364 0.524 0.323
46 N -2.380 -0.234 -0.218
47 H -1.255 0.495 -6.265
48 H -1.360 -1.228 -6.640
49 H 0.208 -0.422 -6.597
50 H -1.642 -0.634 -4.164
51 H -0.029 -0.024 -4.152
52 H 0.788 -2.500 -6.177
53 H 1.443 -4.818 -5.666
54 H 0.708 -5.858 -3.544
55 H -0.949 -4.099 -0.774
56 H 0.057 -5.458 -1.198
57 H -2.799 -5.024 -2.227
58 H -2.300 -6.187 -0.997
59 H -1.758 -6.369 -2.670
60 H -2.864 -2.745 -2.453
61 H -5.140 -1.701 -1.312
62 H -5.564 0.458 0.297
63 H -3.128 1.395 0.911
64 C -4.214 -1.446 4.665
65 C -3.664 -0.286 4.145
66 C -2.588 -0.363 3.273
67 C -2.042 -1.583 2.928
68 C -2.598 -2.750 3.440
69 C -3.678 -2.678 4.303
70 N -0.913 -1.618 2.011
71 N -0.330 -2.711 2.060
72 C 0.703 -2.939 1.106
73 C 1.418 -4.105 1.349
74 C 2.445 -4.478 0.497
75 C 2.690 -3.698 -0.624
76 C 1.922 -2.565 -0.871
77 C 0.919 -2.119 -0.006
78 H -5.059 -1.395 5.338
79 H -4.077 0.680 4.405
80 H -2.179 0.540 2.858
81 H -2.188 -3.708 3.152
82 H -4.108 -3.591 4.692
83 H 1.158 -4.699 2.217
84 H 3.019 -5.376 0.686
85 H 3.455 -3.989 -1.335
86 H 2.109 -2.028 -1.791
87 Cl -3.455 1.791 -3.407
88 C -2.092 2.778 -2.861
89 Cl -1.019 3.163 -4.223
90 Cl -2.686 4.267 -2.131
91 C -1.276 1.948 -1.844
92 O -1.035 2.374 -0.714
93 O -0.881 0.822 -2.258
94 C 3.613 5.202 -2.314
95 C 2.271 4.937 -2.099
96 C 1.853 3.640 -1.814
97 C 2.754 2.577 -1.748
98 C 4.105 2.872 -1.980
99 C 4.534 4.162 -2.251
100 Si 2.297 0.744 -1.482
101 C 2.867 0.056 -3.173
102 C 3.747 -1.025 -3.287
103 C 4.229 -1.447 -4.521
104 C 3.856 -0.778 -5.677
105 C 3.011 0.321 -5.587
106 C 2.525 0.726 -4.351
107 H 3.943 6.210 -2.535
108 H 1.542 5.738 -2.153
109 H 0.802 3.466 -1.638
110 H 4.835 2.069 -1.955
111 H 5.585 4.357 -2.424
112 H 3.432 0.272 -0.631
113 H 4.088 -1.534 -2.392
114 H 4.908 -2.289 -4.576
115 H 4.237 -1.096 -6.639
116 H 2.740 0.872 -6.480
117 H 1.889 1.605 -4.300

Mulliken population analysis, charges in e, atoms 1 to 2:
1. Hf 0.126
2. C -1.390

(2)
Molecular formula: C51H53BBiClN9O2SSeSi
Method: DFT, wB97M-V/def2-TZVPD

Calculated values
Energy above the lowest of the compared OMol25 structures with the same formula, charge and spin in kcal/mol: 54.1
Kohn-Sham gap in eV: 7.081
HOMO level in Eh: -0.176
Calculated total energy in Ha: -6407.5586
Total charge: -1

Cartesian coordinates (Å):
1 Bi -0.413 0.026 -0.273
2 C 2.035 1.449 4.780
3 C 1.114 1.627 3.625
4 C 0.434 2.786 3.326
5 C -0.290 2.524 2.155
6 N -0.030 1.264 1.787
7 N 0.808 0.707 2.680
8 B 1.161 -0.800 2.699
9 N 2.135 -1.215 1.567
10 N 1.687 -1.751 0.427
11 C 2.738 -2.205 -0.256
12 C 3.913 -1.934 0.471
13 C 3.483 -1.325 1.632
14 C 4.315 -0.889 2.786
15 C 2.607 -2.923 -1.512
16 C 1.358 -3.344 -1.965
17 C 1.232 -3.999 -3.173
18 C 2.348 -4.254 -3.952
19 C 3.598 -3.876 -3.497
20 C 3.727 -3.214 -2.291
21 N -0.080 -1.715 2.571
22 N -0.858 -1.769 1.488
23 C -1.743 -2.756 1.641
24 C -1.511 -3.366 2.880
25 C -0.452 -2.682 3.438
26 C 0.159 -2.930 4.771
27 C -2.822 -3.036 0.706
28 C -3.988 -3.649 1.165
29 C -5.084 -3.794 0.338
30 C -5.044 -3.330 -0.967
31 C -3.874 -2.770 -1.449
32 C -2.770 -2.643 -0.628
33 C -1.234 3.448 1.526
34 C -1.774 4.483 2.295
35 C -2.706 5.354 1.768
36 C -3.131 5.221 0.458
37 C -2.591 4.218 -0.324
38 C -1.664 3.339 0.206
39 H 1.952 2.318 5.431
40 H 3.067 1.381 4.442
41 H 1.801 0.554 5.350
42 H 0.484 3.706 3.871
43 H 1.678 -1.030 3.742
44 H 4.930 -2.157 0.210
45 H 5.312 -1.318 2.696
46 H 3.869 -1.228 3.720
47 H 4.403 0.197 2.821
48 H 0.494 -3.150 -1.351
49 H 0.258 -4.313 -3.512
50 H 2.248 -4.750 -4.906
51 H 4.473 -4.082 -4.098
52 H 4.708 -2.912 -1.957
53 H -2.023 -4.202 3.309
54 H -0.380 -3.739 5.259
55 H 0.102 -2.037 5.390
56 H 1.205 -3.217 4.678
57 H -4.051 -3.988 2.188
58 H -5.987 -4.247 0.723
59 H -5.921 -3.402 -1.595
60 H -3.815 -2.404 -2.463
61 H -1.861 -2.220 -1.023
62 H -1.472 4.604 3.324
63 H -3.120 6.140 2.382
64 H -3.881 5.886 0.054
65 H -2.904 4.101 -1.352
66 H -1.258 2.566 -0.422
67 C -2.262 -0.031 -6.298
68 Si -1.126 -1.480 -5.819
69 C -2.083 -2.901 -4.966
70 C -0.366 -2.155 -7.442
71 C 0.309 -0.948 -4.715
72 C 1.625 -1.044 -5.134
73 C 2.673 -0.709 -4.287
74 C 2.360 -0.340 -2.995
75 N 1.118 -0.255 -2.561
76 C 0.114 -0.505 -3.395
77 S -1.456 -0.214 -2.727
78 H -2.938 -0.308 -7.102
79 H -1.680 0.823 -6.631
80 H -2.857 0.290 -5.452
81 H -3.111 -2.943 -5.315
82 H -2.110 -2.741 -3.894
83 H -1.634 -3.876 -5.146
84 H -1.141 -2.580 -8.070
85 H 0.375 -2.929 -7.265
86 H 0.114 -1.360 -8.005
87 H 1.850 -1.388 -6.134
88 H 3.699 -0.775 -4.614
89 H 3.116 -0.097 -2.262
90 Cl 2.096 3.874 0.712
91 O 0.744 6.144 -5.814
92 C 1.657 5.112 -6.058
93 N 2.077 4.418 -4.867
94 C 1.129 3.648 -4.216
95 O 0.016 3.505 -4.705
96 C 1.565 3.042 -2.965
97 C 2.922 2.897 -2.563
98 C 3.198 2.372 -1.347
99 C 2.118 2.097 -0.438
100 N 0.861 1.954 -0.954
101 C 0.608 2.488 -2.141
102 H -0.045 5.722 -5.443
103 H 2.528 5.562 -6.539
104 H 1.209 4.358 -6.720
105 H 2.766 4.866 -4.283
106 H 3.716 3.135 -3.257
107 H 4.210 2.221 -1.006
108 H 2.316 1.455 0.411
109 H -0.418 2.464 -2.485
110 Se -2.705 0.370 1.023
111 C -4.279 1.305 0.375
112 C -4.893 0.928 -0.807
113 C -6.118 1.469 -1.147
114 C -6.738 2.390 -0.317
115 C -6.108 2.786 0.852
116 C -4.884 2.247 1.199
117 H -4.410 0.202 -1.443
118 H -6.595 1.148 -2.061
119 H -7.711 2.788 -0.574
120 H -6.575 3.507 1.508
121 H -4.389 2.546 2.112

Mulliken population analysis, charges in e, atoms 1 to 2:
1. Bi 2.532
2. C -1.584